(1)
DFT (ωB97M-V with the def2-TZVPD basis set) results for a cluster of 2 separate species, C4H6N2O in total at a distorted geometry.

```
! RIJCOSX wB97M-V def2-TZVPD def2/J DEFGRID3
* xyz 0 1
C -2.1666 0.5648 -0.0609
C -1.3969 1.7561 0.2850
N -0.7882 2.7002 0.5618
C 1.4668 0.0921 0.2504
C 1.7645 -1.0325 -0.2828
O 2.4513 -1.8866 -1.0263
N 0.5285 -1.1573 0.4356
H -2.9069 0.8181 -0.8218
H -2.6707 0.2002 0.8368
H -1.4904 -0.2187 -0.4155
H 1.3327 1.1520 0.3732
H 3.1593 -1.4192 -1.4937
H 0.7166 -1.5693 1.3583
*
```

Values from the calculation:
LUMO level	0.5	eV
HOMO-LUMO gap	0.3236	Ha
molar mass	98.10	u
ΔE to the lowest compared entry with this formula, charge and spin	104.4	kcal per mole
total energy	-9268.976	eV
SMILES string	OC1=CN1.CC#N

***

(2)
DFT (ωB97M-V with the def2-TZVPD basis set) results for an isolated molecule of C4H6N2O.

```
! RIJCOSX wB97M-V def2-TZVPD def2/J DEFGRID3
* xyz 0 1
O -0.6279 -0.2063 -2.4572
C -0.4046 -0.0397 -1.2842
N -1.2597 -0.0961 -0.2356
C -0.7611 0.4907 1.0085
C 0.7568 0.5398 0.9220
C 1.3187 -0.6955 0.3754
N 0.9121 0.2249 -0.7142
H -2.2397 -0.2157 -0.4395
H -1.0644 -0.1004 1.8783
H -1.1611 1.5067 1.1224
H 1.4009 1.0878 -0.8801
H 2.3917 -0.8764 0.4141
H 0.7382 -1.6197 0.2901
*
```

Values from the calculation:
LUMO level	0.8	eV
HOMO-LUMO gap	0.3286	Ha
molar mass	98.10	u
ΔE to the lowest compared entry with this formula, charge and spin	84.0	kcal per mole
total energy	-9269.858	eV

***

(3)
DFT (ωB97M-V with the def2-TZVPD basis set) results for a structure of composition C4H6N2O at a distorted geometry.

```
! RIJCOSX wB97M-V def2-TZVPD def2/J DEFGRID3
* xyz 0 1
C 0.9600 -0.8523 1.2604
C -0.7234 -0.5101 0.2643
C -1.2088 0.3621 -1.0022
C 0.6875 0.1561 0.1531
H 2.0160 -1.1466 1.2731
H 0.6564 -0.5912 2.3753
H -0.2118 -2.3174 1.4477
H -1.2469 -0.1364 1.1429
H -2.1133 0.0512 -1.4140
H 0.9280 -0.6822 -0.6696
N 0.0500 -1.7099 0.6945
N -0.4699 1.4707 -1.3199
O 0.5774 1.4453 -0.4789
*
```

Values from the calculation:
LUMO level	0.9	eV
HOMO-LUMO gap	0.3846	Ha
molar mass	98.11	u
ΔE to the lowest compared entry with this formula, charge and spin	176.3	kcal per mole
total energy	-9265.857	eV